[1]
{"formula": "C2HN2OS2", "method": "ωB97M-V/def2-TZVPD", "homo_ev": -3.75, "charge": -1, "de_lowest_ev": 2.526, "lumo_ev": 3.3, "smiles": "O=C=NC(=S)N[S-]", "species": ["O", "C", "N", "C", "S", "N", "S", "H"], "coordinates": [[4.55992, -1.10761, -0.01418], [3.40422, -0.98863, 0.00526], [2.19509, -1.08622, 0.02864], [0.99705, -0.30523, 0.03942], [1.34714, 1.35003, 0.06570], [-0.32103, -0.60908, 0.01702], [-2.08721, -1.45626, 0.04935], [-0.76822, 0.30369, -0.00976]], "atomic_forces_ev_per_a": [[0.7, 0.3, 0.0], [-2.7, -0.4, 0.1], [-0.6, -1.1, 0.0], [-0.7, 0.8, -0.1], [0.4, 1.0, 0.0], [0.4, -0.1, 0.0], [2.0, -0.3, 0.0], [0.6, -0.1, 0.1]]}

[2]
{"formula": "C11H11Br3N2O2", "method": "ωB97M-V/def2-TZVPD", "homo_ev": -8.23, "de_lowest_ev": 1.603, "lumo_ev": -0.5, "species": ["N", "C", "C", "C", "C", "H", "H", "H", "H", "H", "C", "Br", "Br", "Br", "H", "C", "C", "C", "C", "C", "C", "N", "O", "O", "H", "H", "H", "H", "H"], "coordinates": [[14.19249, 7.61863, 0.08959], [12.83519, 7.41289, -0.15563], [12.75394, 6.67905, -1.31528], [13.92571, 6.65678, -1.88361], [14.88431, 7.06345, -0.94966], [14.56276, 8.24390, 0.79104], [12.14131, 7.63667, 0.64114], [11.80709, 6.33130, -1.70122], [14.19433, 6.08153, -2.75731], [15.93509, 7.30907, -0.99354], [12.98036, 3.21273, -2.62999], [14.65833, 2.94487, -3.70597], [12.22296, 1.50752, -2.08332], [11.54440, 4.10659, -3.68732], [13.19477, 3.89540, -1.80774], [7.92533, 6.74318, -7.27964], [6.62232, 7.17783, -6.83011], [6.31230, 7.07362, -5.46698], [7.22318, 6.51241, -4.54504], [8.54221, 6.02807, -4.97605], [8.86951, 6.07045, -6.40411], [6.88200, 6.49445, -2.99404], [7.52429, 5.77259, -2.21491], [5.86881, 7.09242, -2.63425], [8.09173, 6.88068, -8.33786], [5.96444, 7.59279, -7.57938], [5.29575, 7.38387, -5.27523], [9.25174, 5.67873, -4.24057], [9.85902, 5.73115, -6.67273]], "atomic_forces_ev_per_a": [[-1.4, -0.3, -0.6], [1.1, -0.1, 1.6], [-5.8, 1.4, 2.1], [6.2, -2.2, -1.6], [0.0, 1.8, -0.3], [0.0, -0.4, -0.1], [-0.2, 0.0, -0.3], [0.1, 0.0, -0.1], [0.0, 0.3, -0.3], [0.0, -0.4, -0.4], [-0.3, -0.2, -1.2], [-1.3, 0.3, 0.8], [0.6, 0.5, 0.1], [0.9, -0.3, 0.3], [0.1, -0.4, -0.1], [-0.6, -0.9, 1.6], [3.3, -1.1, 0.5], [0.0, -0.4, -0.4], [2.0, -0.2, -0.1], [-2.5, 1.1, -1.7], [-2.5, 1.8, 2.0], [-0.9, -1.1, 0.2], [-0.2, 1.3, -2.0], [1.3, -0.2, -1.0], [0.5, -0.2, 0.0], [-0.2, 0.1, 0.3], [0.1, 0.0, 1.0], [-0.1, -0.1, 0.0], [-0.1, 0.0, -0.4]]}

[3]
{"formula": "C2H3I3O2", "method": "ωB97M-V/def2-TZVPD", "homo_ev": -8.40, "de_lowest_ev": 3.239, "lumo_ev": -0.9, "species": ["C", "C", "O", "O", "I", "I", "I", "H", "H", "H"], "coordinates": [[-0.93012, 0.15029, 0.80575], [0.21484, 0.71347, 0.42198], [-0.61900, -1.19934, -1.23210], [1.24765, 0.87362, 1.28348], [-1.06033, -1.51872, 1.91527], [0.03718, 2.20187, -1.20836], [1.29722, -1.04923, -0.85587], [-1.69418, 0.30775, 0.14279], [-0.53172, -1.57594, -2.11330], [2.03846, 1.09623, 0.84034]], "atomic_forces_ev_per_a": [[1.1, 0.4, 0.0], [-0.2, 2.7, 1.5], [0.5, -0.3, -0.7], [-1.6, 0.0, 1.0], [-0.1, -0.6, 1.2], [0.0, -0.3, 0.9], [1.7, -2.2, -1.4], [-2.1, 0.2, -1.0], [-0.8, -0.3, -0.5], [1.5, 0.4, -1.0]]}

[4]
{"formula": "C16H27F6NO5PrSb", "method": "ωB97M-V/def2-TZVPD", "multiplicity": 4, "homo_ev": [-19.34, -19.36], "charge": 3, "lumo_ev": [-10.1, -13.9], "species": ["Pr", "C", "C", "O", "C", "C", "O", "C", "C", "O", "C", "C", "O", "C", "C", "O", "H", "H", "H", "H", "H", "H", "H", "H", "H", "H", "H", "H", "H", "H", "H", "H", "H", "H", "H", "H", "F", "Sb", "F", "F", "F", "F", "F", "C", "C", "C", "C", "N", "C", "C", "H", "H", "H", "H", "H", "H", "H"], "coordinates": [[-0.60926, 0.28596, -0.38530], [-2.47605, 2.99911, 0.61696], [-1.21117, 3.65725, 0.09419], [-0.55885, 2.74613, -0.81789], [-0.27548, 3.24930, -2.14027], [-0.07622, 2.04973, -3.05476], [0.66393, 1.00563, -2.38359], [2.09679, 1.17137, -2.31181], [2.51753, 1.57491, -0.91479], [1.87445, 0.64205, -0.02050], [2.37876, 0.59299, 1.32725], [1.46171, 1.34379, 2.25958], [0.11832, 0.86302, 2.05459], [-0.80663, 1.49792, 2.97283], [-2.20287, 1.32688, 2.41520], [-2.19965, 1.64646, 1.01960], [-3.23672, 2.94166, -0.16275], [-2.87397, 3.57447, 1.45418], [-0.50477, 3.88621, 0.89520], [-1.46732, 4.58633, -0.41685], [0.61035, 3.88783, -2.09724], [-1.11561, 3.84221, -2.50788], [0.44409, 2.34669, -3.96642], [-1.02842, 1.59748, -3.33346], [2.42935, 1.90553, -3.04671], [2.53350, 0.20657, -2.57313], [2.21395, 2.59457, -0.66527], [3.60259, 1.49094, -0.82622], [3.38459, 1.01238, 1.37339], [2.43663, -0.46135, 1.60285], [1.48428, 2.42016, 2.06060], [1.76672, 1.17818, 3.29599], [-0.54135, 2.55570, 3.05239], [-0.71762, 1.04250, 3.96133], [-2.90718, 1.96020, 2.95615], [-2.54585, 0.29405, 2.48899], [-1.25487, -1.27718, -1.94922], [-3.17743, -1.20996, -1.40140], [-3.11496, -3.04482, -1.17305], [-2.13343, -1.12939, 0.37097], [-4.63436, -0.67292, -0.40715], [-2.57740, 0.67819, -1.48253], [-3.75896, -1.11528, -3.14226], [1.55648, -6.39673, 0.58140], [1.23247, -4.94515, 0.43861], [0.67954, -4.18595, 1.42259], [0.43828, -2.79728, 1.22381], [0.68991, -2.10701, 0.08022], [1.19019, -2.82419, -0.88547], [1.48579, -4.24710, -0.75448], [1.23767, -6.78840, 1.54374], [2.63242, -6.55045, 0.48110], [1.08002, -6.97310, -0.21196], [0.43050, -4.61768, 2.38441], [0.03807, -2.21772, 2.05164], [1.39310, -2.33264, -1.83270], [1.90447, -4.76003, -1.61470]], "atomic_forces_ev_per_a": [[2.9, 2.4, 1.3], [0.0, 0.2, -0.1], [-0.1, 0.1, 0.1], [-0.2, -0.2, -0.1], [0.1, 0.0, -0.1], [0.0, 0.1, 0.0], [0.1, 0.1, -0.1], [0.0, 0.0, 0.0], [0.0, 0.0, -0.1], [0.1, 0.0, 0.0], [0.0, 0.0, 0.0], [0.1, 0.0, 0.0], [0.1, 0.0, 0.0], [-0.1, 0.0, 0.0], [0.1, 0.0, 0.1], [0.1, -0.1, -0.1], [0.0, 0.0, 0.0], [0.0, 0.0, 0.0], [0.0, 0.0, 0.0], [0.0, 0.0, 0.0], [0.0, 0.0, 0.0], [0.0, 0.0, 0.0], [-0.1, 0.0, 0.0], [0.0, 0.0, 0.0], [0.0, 0.0, 0.0], [0.0, 0.0, 0.0], [0.0, 0.0, 0.0], [0.0, 0.0, 0.0], [0.0, 0.0, 0.0], [0.0, 0.0, 0.0], [0.0, 0.0, 0.0], [0.0, 0.0, 0.0], [0.0, 0.0, 0.0], [0.0, 0.0, 0.0], [0.0, 0.0, 0.0], [0.0, 0.0, 0.0], [-0.5, -0.7, -0.5], [-0.5, -0.4, -0.1], [-0.1, 0.3, -0.1], [-1.1, -0.8, -0.1], [0.2, -0.2, -0.3], [-0.9, -0.2, -0.3], [0.0, -0.1, 0.3], [-0.1, 0.2, 0.0], [0.3, -0.7, -0.4], [-0.3, 0.6, 0.7], [0.0, -0.1, 0.2], [-0.3, -0.4, 0.5], [0.3, -0.3, -0.4], [0.1, 0.2, -0.4], [0.0, 0.0, 0.0], [0.1, 0.0, 0.0], [0.0, 0.0, -0.1], [0.0, 0.1, 0.0], [0.0, 0.0, -0.1], [0.0, -0.1, 0.0], [0.0, 0.0, 0.0]]}

[5]
{"formula": "C4H9N2O2", "method": "ωB97M-V/def2-TZVPD", "homo_ev": -3.80, "charge": -1, "de_lowest_ev": 1.772, "lumo_ev": 4.0, "species": ["O", "C", "N", "C", "O", "C", "C", "N", "H", "H", "H", "H", "H", "H", "H", "H", "H"], "coordinates": [[0.47740, -1.19500, -1.17126], [0.08079, -0.06609, -0.81005], [0.38996, 1.09844, -1.32860], [3.28074, -0.37829, -0.18271], [4.39921, -0.37904, 0.27682], [-0.84120, -0.13319, 0.46595], [-2.16259, -0.84380, 0.27016], [-1.08788, 1.16488, 1.13856], [-0.34788, 1.78533, -1.19849], [2.97325, -1.01010, -1.02847], [2.51340, 0.30910, 0.19119], [-0.24081, -0.70699, 1.18070], [-2.05935, -1.81851, -0.18944], [-2.65012, -0.96170, 1.24117], [-2.80739, -0.26468, -0.39419], [-0.21668, 1.68040, 1.00075], [-1.70085, 1.71925, 0.53788]], "atomic_forces_ev_per_a": [[0.6, -0.1, 0.1], [-1.2, -0.1, 0.4], [0.2, -0.1, -1.0], [0.2, 0.2, -0.2], [0.0, -0.2, 0.0], [0.4, 0.3, 0.2], [-0.1, 0.1, 0.0], [0.2, 0.3, -0.5], [0.2, 0.1, 0.7], [0.0, -0.1, 0.1], [-0.2, 0.0, 0.1], [0.0, -0.1, -0.1], [0.3, -0.2, -0.1], [-0.2, 0.0, -0.1], [-0.1, 0.2, 0.0], [0.0, -0.1, 0.3], [-0.3, -0.2, 0.1]]}

[6]
{"formula": "C5H10NO", "method": "ωB97M-V/def2-TZVPD", "homo_ev": [-14.45, -12.73], "charge": 1, "de_lowest_ev": 9.223, "lumo_ev": [-5.9, -8.6], "species": ["C", "C", "C", "C", "C", "N", "O", "H", "H", "H", "H", "H", "H", "H", "H", "H", "H"], "coordinates": [[-0.72814, -0.52198, -1.35339], [-0.77557, 1.51440, 0.01026], [-1.30330, 0.10976, -0.07944], [-2.07154, -0.68180, 0.87473], [3.37397, 0.80420, 0.42047], [0.14575, -0.28432, -0.22188], [0.58544, 1.06103, -0.20138], [-1.00270, -1.61651, -1.48090], [-0.47386, 0.10609, -2.29150], [-1.26046, 2.20856, -0.80849], [-0.83297, 2.16670, 0.81942], [-2.42457, -0.16493, 1.69610], [-1.35119, -1.41454, 1.34867], [-2.94993, -1.21991, 0.48572], [4.44286, 0.79564, 0.09962], [3.04670, 0.12885, 1.19652], [2.87022, 1.77093, 0.12248]], "atomic_forces_ev_per_a": [[-0.2, 0.3, -1.6], [-1.3, 1.3, -3.1], [2.0, -0.3, -0.5], [0.0, -2.8, 0.1], [1.2, 2.1, -0.5], [0.6, -0.3, 0.6], [-0.9, 0.3, -0.7], [0.5, 1.6, 0.1], [-0.7, -1.2, 1.6], [1.4, -1.3, 0.7], [-0.2, 0.3, 2.1], [-0.7, 1.6, 1.6], [-0.9, 0.4, -0.7], [0.5, 0.2, -0.2], [-1.0, -0.5, 0.2], [-0.4, -0.1, -0.2], [0.1, -1.7, 0.5]]}

Going through the records in order, we get strongest force on any atom values of 2.8, 6.8, 3.1, 4.0, 1.3, 3.6 eV Å⁻¹.
Going through the records in order, we get electronic energy values of -28788.0771, -228782.8472, -30515.6792, -65646.2090, -11369.3934, -8869.3571 eV.